[1]
C34H61F15MgN2O26S4 | ωB97M-V with the def2-TZVPD basis set

Its total energy is -182005.0350 eV. The LUMO energy (spin up / spin down) is 1.60 / 1.60 eV. As for the spin multiplicity: 2. The HOMO energy (spin up / spin down) is -1.14 / -6.41 eV. Its total charge is -1.

Positions of all 143 atoms, in Å:
1 Mg -9.1368 28.2874 19.4807
2 C -10.9678 31.2179 17.6584
3 F -11.2276 32.4393 17.2094
4 F -11.6301 30.9819 18.8299
5 F -11.3475 30.3346 16.6877
6 S -8.9940 31.0471 17.8882
7 O -8.3433 31.8642 16.8390
8 O -8.7831 31.5806 19.2193
9 N -8.7322 29.2429 17.9476
10 S -8.3416 28.9677 16.4464
11 O -8.3590 27.4939 16.1787
12 O -9.0338 29.7262 15.4075
13 C -6.4819 29.5294 16.2771
14 F -6.1316 30.2935 17.2854
15 F -5.6667 28.5042 16.2996
16 F -6.3119 30.1853 15.1328
17 C -9.3445 25.5495 22.7424
18 F -8.0221 25.5545 22.6484
19 F -9.7706 24.3752 23.2455
20 F -9.7587 26.5924 23.4422
21 S -10.1466 25.6740 20.9592
22 O -10.5876 24.3597 20.4970
23 O -11.2240 26.5750 21.1602
24 N -8.9661 26.5154 19.9335
25 S -8.0013 25.3798 19.4466
26 O -7.8256 24.2899 20.3956
27 O -8.4837 25.0484 18.0941
28 C -6.3025 26.3189 19.1879
29 F -6.3691 27.3604 18.3277
30 F -5.8157 26.7604 20.3748
31 F -5.3957 25.4373 18.7739
32 C -7.5768 21.4340 22.2937
33 C -8.7354 20.7996 23.0379
34 O -8.8994 21.5268 24.1864
35 C -7.8348 22.2912 24.3329
36 O -7.5544 22.9420 25.2948
37 O -7.0704 22.2777 23.2658
38 F -8.4890 19.5119 23.3410
39 H -7.9439 22.0996 21.5125
40 H -6.9536 20.5839 22.0164
41 H -9.5923 20.7322 22.3676
42 C -12.8507 22.1076 19.4860
43 C -11.8479 21.0459 19.5784
44 O -12.5919 19.8632 19.3177
45 C -13.8968 20.1399 19.1895
46 O -14.7234 19.3420 18.9141
47 O -14.0503 21.4233 19.3711
48 F -11.3799 21.0118 20.7897
49 H -12.5770 22.7594 18.6563
50 H -12.9401 22.7074 20.3918
51 H -11.0141 21.1045 18.8788
52 C -4.6686 25.0155 15.4733
53 C -4.9170 23.4904 15.4701
54 O -6.2253 23.4025 15.0127
55 C -6.8244 24.6064 15.0086
56 O -7.9819 24.7762 14.6969
57 O -5.9384 25.5291 15.5223
58 F -4.8305 23.0469 16.7120
59 H -4.2174 25.3872 14.5534
60 H -4.1661 25.3266 16.3892
61 H -4.2953 22.9155 14.7838
62 C -3.9678 23.4600 21.6972
63 C -4.5573 22.6897 20.5005
64 C -3.8824 21.3307 20.5712
65 O -2.5494 21.6789 21.0566
66 C -2.5439 23.0387 21.5720
67 H -4.3860 23.0678 22.6242
68 H -4.2085 24.5228 21.7220
69 H -4.1816 22.9564 19.5126
70 H -5.6451 22.6320 20.5375
71 H -3.8374 20.7424 19.6547
72 H -4.3766 20.6801 21.2927
73 H -2.0322 23.6753 20.8502
74 H -2.0528 22.9527 22.5412
75 C -16.2583 25.0704 21.2835
76 C -15.4459 24.5686 20.1360
77 C -14.2254 25.5035 20.2052
78 O -14.7675 26.7468 20.5519
79 C -15.9758 26.5354 21.2079
80 H -15.8901 24.5623 22.1747
81 H -17.3233 24.8382 21.2854
82 H -16.0574 24.6985 19.2432
83 H -15.1627 23.5280 20.2942
84 H -13.7203 25.5086 19.2393
85 H -13.6452 25.1258 21.0470
86 H -16.8083 26.9262 20.6229
87 H -16.1063 26.9382 22.2123
88 C -3.2116 28.0875 19.5820
89 C -2.7462 29.1261 20.5874
90 C -2.4521 30.3576 19.7673
91 O -1.7903 29.7300 18.6691
92 C -2.3410 28.4080 18.3897
93 H -4.2592 28.2376 19.3211
94 H -3.2233 27.0783 19.9936
95 H -1.8320 28.7650 21.0585
96 H -3.5303 29.4261 21.2826
97 H -1.8443 31.0890 20.3001
98 H -3.3178 30.9147 19.4091
99 H -1.4668 27.7622 18.3070
100 H -2.8709 28.5260 17.4445
101 C -6.8137 26.6379 25.5007
102 C -6.4964 28.1117 25.5558
103 C -5.0920 28.1088 25.8656
104 O -4.5834 27.0725 24.9689
105 C -5.6788 26.2381 24.5961
106 H -7.7532 26.2800 25.0795
107 H -6.6001 26.1993 26.4754
108 H -7.0728 28.7135 26.2584
109 H -6.7276 28.5750 24.5966
110 H -4.8874 27.8295 26.8991
111 H -4.4666 28.9949 25.7563
112 H -5.5503 25.1567 24.6433
113 H -5.8887 26.5270 23.5662
114 C -7.0028 28.8800 21.8802
115 O -7.5059 28.9104 20.5172
116 H -5.9135 28.8798 21.9183
117 H -7.3911 29.6949 22.4912
118 H -7.2996 27.9960 22.4448
119 H -7.1051 29.7359 20.2352
120 C -10.0576 30.2564 21.8114
121 O -10.1924 29.2773 20.8128
122 H -9.9974 29.7933 22.7963
123 H -9.1591 30.8396 21.6096
124 H -10.9507 30.8689 21.9348
125 H -11.1492 29.2009 20.8334
126 C -11.6470 27.1666 17.5372
127 O -11.2285 28.0320 18.5935
128 H -11.9033 26.1660 17.8853
129 H -12.4863 27.7001 17.0911
130 H -10.8867 26.9736 16.7803
131 H -12.0168 28.1697 19.1238
132 C -9.6034 28.4970 26.6209
133 O -10.8673 28.4628 27.1278
134 H -9.1026 29.3962 26.9798
135 H -9.0131 27.7072 27.0855
136 H -9.5710 28.4602 25.5320
137 H -11.2435 29.3346 27.2689
138 C -14.0265 29.9840 20.2570
139 O -13.0412 28.9410 20.4660
140 H -14.7862 30.0120 21.0382
141 H -13.6436 31.0045 20.2585
142 H -14.4868 29.9261 19.2707
143 H -13.5428 28.1664 20.7305

Cartesian forces (eV/Å) of the 2 atoms listed first:
Mg -1.473 1.993 -0.257
C 1.097 -0.269 -0.315



[2]
C34H61N3P3PrS2 | ωB97M-V with the def2-TZVPD basis set

Its total energy is -104324.4922 eV. The LUMO energy (spin up / spin down) is 0.21 / 0.21 eV. As for the spin multiplicity: 3. The HOMO energy (spin up / spin down) is -6.46 / -6.48 eV. The calculation puts the energy above the lowest of the compared OMol25 structures with the same formula, charge and spin at 0.00 kJ/mol.

Positions of all 104 atoms, in Å:
1 Pr -0.9665 0.0075 0.0327
2 C -1.9140 -3.2656 1.0129
3 N -1.9521 -2.0004 1.7969
4 C -3.3353 -1.6712 2.2132
5 C -4.2277 -1.1671 1.0531
6 N -3.9997 0.2136 0.6084
7 C -4.8569 0.5831 -0.5649
8 C -4.0584 1.2136 1.6218
9 C -4.7205 1.0770 2.8391
10 C -4.6186 2.0825 3.8411
11 C -3.8178 3.2242 3.6163
12 C -3.3222 3.4444 2.3217
13 C -3.2946 2.3656 1.4073
14 S -2.2902 2.6758 -0.0337
15 C -1.0295 -2.0868 2.9223
16 C -0.5013 -3.3256 3.3364
17 C 0.5028 -3.3771 4.3046
18 C 0.9370 -2.2223 4.9601
19 C 0.4722 -0.9764 4.5220
20 C -0.4607 -0.9005 3.4821
21 S -0.8517 0.6649 2.8282
22 H -0.8876 -3.5329 0.8385
23 H -2.4133 -3.1319 0.0353
24 H -2.4316 -4.0898 1.4958
25 H -3.2446 -0.8751 2.9394
26 H -3.8433 -2.5071 2.7001
27 H -5.2936 -1.2928 1.4637
28 H -4.1660 -1.8155 0.1819
29 H -5.9287 0.5264 -0.3691
30 H -4.5004 0.0161 -1.4315
31 H -4.6960 1.6138 -0.7627
32 H -5.4058 0.2199 2.9639
33 H -5.1988 1.9953 4.7619
34 H -3.6010 3.8322 4.4677
35 H -2.7868 4.3714 2.0642
36 H -0.9110 -4.2006 2.8422
37 H 0.9718 -4.3477 4.5962
38 H 1.6529 -2.3603 5.7946
39 H 0.8633 -0.0308 4.8873
40 C -3.7254 2.6273 -3.3356
41 P -2.1909 1.7589 -2.7684
42 C -1.0804 3.1896 -2.9329
43 C -1.6373 0.8786 -4.4231
44 C -0.9065 -0.4405 -4.2987
45 P -1.6120 -1.3429 -2.8718
46 C -3.2604 -2.0024 -3.5450
47 C -0.5333 -2.8235 -3.0873
48 H -3.6262 3.1388 -4.3035
49 H -4.0921 3.2712 -2.4916
50 H -4.5075 1.8128 -3.4860
51 H -1.6186 4.0669 -2.5009
52 H -0.8585 3.4594 -3.9680
53 H -0.1586 3.0837 -2.3501
54 H -1.0495 1.6459 -4.9166
55 H -2.5482 0.7552 -5.0410
56 H 0.1985 -0.3214 -4.1498
57 H -0.9935 -1.0124 -5.2204
58 H -3.0837 -2.6716 -4.3767
59 H -3.9038 -1.1796 -3.8888
60 H -3.8113 -2.5313 -2.7273
61 H -0.8236 -3.3760 -3.9860
62 H -0.5647 -3.4737 -2.2034
63 H 0.4921 -2.5277 -3.3243
64 C 3.6710 -0.2580 2.7665
65 C 3.5844 0.8676 1.6868
66 C 4.9845 1.4832 1.5680
67 C 2.6430 1.9525 2.2436
68 P 2.8663 0.2916 -0.0470
69 N 1.2597 0.2982 -0.0608
70 C 3.4433 1.4809 -1.4153
71 C 3.0384 2.8693 -0.9699
72 C 4.9028 1.4346 -1.7249
73 C 2.6836 1.2838 -2.7239
74 C 3.4576 -1.4830 -0.3635
75 C 2.8911 -1.8853 -1.6803
76 C 2.8100 -2.3867 0.6915
77 C 5.0281 -1.7019 -0.3843
78 H 3.9268 0.2510 3.7208
79 H 4.4431 -0.9914 2.5586
80 H 2.6629 -0.6990 2.9313
81 H 5.2863 1.9105 2.5140
82 H 5.0639 2.2984 0.7943
83 H 5.7591 0.7371 1.2301
84 H 3.0920 2.4130 3.1676
85 H 1.6837 1.4826 2.5789
86 H 2.4116 2.7726 1.5592
87 H 3.4765 3.1464 -0.0144
88 H 1.9166 2.9660 -0.8488
89 H 3.3414 3.6212 -1.7166
90 H 5.5857 1.4286 -0.8480
91 H 5.1966 2.3121 -2.3164
92 H 5.2006 0.5545 -2.3612
93 H 1.6186 1.1132 -2.5290
94 H 3.0976 0.5031 -3.3610
95 H 2.6812 2.1574 -3.3703
96 H 1.8305 -1.5393 -1.7736
97 H 2.9384 -2.9657 -1.8939
98 H 3.4103 -1.4437 -2.5363
99 H 2.6266 -3.4095 0.2957
100 H 1.8511 -1.9561 0.9547
101 H 3.4485 -2.4945 1.5570
102 H 5.4815 -0.9083 -0.9687
103 H 5.2194 -2.6558 -0.8997
104 H 5.5077 -1.7863 0.5956

Cartesian forces (eV/Å) of the 2 atoms listed first:
Pr 0.613 1.522 0.823
C -0.782 0.960 -0.563